3 unconnected molecules or ions with the total composition C41H73N2O10P3S2 at a distorted geometry. Source: the OMol25 dataset; level of theory: ωB97M-V with the def2-TZVPD basis set.

Last column: Mulliken charge in e.
Element x y z (Å)
O: 1.012 -3.146 1.779  -0.198
H: -5.388 -8.721 2.097  0.246
H: -6.637 -3.575 -0.730  0.345
C: 3.369 -6.607 1.343  -1.173
H: -0.885 0.672 -1.683  0.116
H: 3.025 10.010 -0.683  0.248
C: 2.409 9.413 -1.488  -0.902
O: -5.213 -6.224 1.435  -0.658
P: -6.741 -6.394 1.255  1.075
H: -1.465 9.959 1.715  0.295
H: -0.120 7.311 0.673  -0.019
H: -2.324 -5.031 2.550  0.405
C: 6.391 -0.461 -2.443  -0.014
N: 1.127 2.487 2.143  0.510
H: 7.872 -4.717 -2.954  0.267
H: -2.594 1.211 -2.469  0.343
C: 0.385 6.180 3.629  -0.585
H: 2.102 0.629 1.557  -0.697
H: 1.088 -1.538 3.017  0.266
C: 1.331 3.791 2.880  -0.314
C: -7.443 -9.301 2.433  -0.942
H: -0.852 -1.278 1.432  0.193
C: 5.033 0.843 -4.869  -0.261
C: 1.197 -1.751 1.949  -0.536
H: 2.328 4.257 -4.061  0.287
H: -7.672 -8.456 3.090  0.301
C: 0.326 2.642 0.871  0.028
O: -0.991 1.927 0.835  -0.429
O: -6.606 -7.921 0.630  -0.240
H: 0.514 10.691 -1.725  0.323
C: 0.464 9.772 0.423  -0.625
H: 2.208 -1.465 1.655  0.272
H: 0.712 10.842 0.827  0.340
H: -4.491 2.980 -0.740  0.305
S: 6.391 2.326 0.278  -0.154
H: -2.125 -4.805 0.171  -0.118
C: 0.802 9.681 -1.209  -0.372
H: -10.195 -6.521 0.051  0.324
C: -3.826 2.238 -0.098  -0.945
C: 3.964 2.730 -3.076  -0.131
H: -7.211 -10.169 3.059  0.400
C: -6.003 -4.328 -0.247  -0.434
O: 0.650 3.374 -0.198  -0.544
O: 2.920 -3.691 0.543  -0.650
H: 5.387 -4.200 -1.631  0.208
C: -1.555 1.574 -2.025  -0.833
H: 3.736 -5.705 1.842  0.263
N: 5.753 0.880 -2.161  0.520
H: 5.722 -0.082 -5.163  0.261
C: 2.383 -6.273 0.235  -0.317
C: 2.406 1.705 1.951  0.052
H: 9.378 -2.545 -3.965  0.271
H: 0.260 0.108 1.371  0.263
H: 2.386 4.280 2.750  0.151
H: -4.100 -3.674 -1.047  0.395
H: -6.039 -9.851 0.908  0.308
H: 1.897 -7.192 -0.114  0.355
C: 4.987 1.434 -3.340  0.446
H: -4.002 1.105 -0.422  0.259
H: 3.905 3.469 1.403  0.339
H: -7.953 -7.979 -1.403  0.245
C: -1.110 9.377 0.763  -0.570
H: -8.898 -5.744 -0.811  0.218
H: -1.908 7.361 0.058  0.241
H: 0.448 5.372 1.496  0.164
H: -1.750 9.784 -0.144  0.300
H: 2.901 1.535 3.014  0.442
O: -0.312 -3.934 0.051  -0.313
H: 8.409 0.150 -3.698  0.219
C: -8.955 -7.910 -0.970  -0.906
H: 2.756 9.813 -2.551  0.300
P: -1.954 2.619 -0.477  0.398
H: -0.836 -5.867 0.661  0.241
C: 6.710 1.879 -1.552  0.100
H: 0.280 -1.123 0.092  0.275
O: -8.449 -6.584 1.053  -0.463
H: -8.347 -9.516 1.857  0.164
C: -1.186 7.739 0.918  -0.173
C: 8.364 -2.287 -3.418  -0.503
P: 1.394 -3.806 0.311  0.972
C: -6.279 -8.975 1.519  -0.326
C: -1.831 7.217 2.334  -0.645
H: -1.471 7.108 4.586  0.287
H: -3.973 2.397 1.072  0.288
H: -0.997 2.261 -2.823  0.257
H: 2.672 8.271 -1.367  0.205
H: 3.853 3.239 -2.008  0.227
H: 1.213 9.023 0.954  0.249
C: 5.578 -1.802 -1.885  -0.257
H: -5.019 -4.749 -2.122  0.340
H: 1.379 6.736 3.333  0.245
H: 2.884 -7.213 2.114  0.333
H: -0.418 8.417 3.706  0.216
H: -9.102 -8.779 -0.324  0.169
H: 4.224 -7.161 0.948  0.379
H: 3.115 2.526 -0.085  -0.176
O: 1.370 -5.412 0.742  -0.371
H: 4.543 -1.622 -1.321  0.109
H: 1.225 3.535 4.041  0.197
H: -5.758 -3.951 0.751  0.333
S: 8.001 2.663 -2.333  -0.141
H: 2.450 3.130 -6.750  0.284
H: -1.747 -3.381 2.236  0.171
H: -2.335 6.146 2.217  0.247
C: 3.535 2.429 1.008  0.017
C: 7.794 -0.736 -3.243  -0.119
H: -2.731 7.960 2.580  0.401
C: -1.183 -4.832 0.731  0.352
H: 4.496 0.551 0.140  0.043
C: 3.094 2.737 -5.846  -0.419
C: -1.489 -4.441 2.164  -0.962
H: -0.907 4.511 2.578  0.187
H: 2.886 -5.826 -0.628  0.263
H: -9.671 -7.961 -1.794  0.413
O: -6.747 -5.538 -0.171  -0.326
C: -0.811 7.301 3.618  -0.557
H: 0.538 5.709 4.703  0.322
H: 4.985 0.901 1.929  0.442
C: 4.125 1.478 -6.098  -0.426
C: 6.083 -3.350 -2.076  -0.227
C: 3.052 3.360 -4.316  -0.574
H: 0.213 8.798 -1.725  0.215
C: 0.184 4.938 2.577  -0.268
C: 7.516 -3.597 -2.835  -0.386
C: 4.846 1.398 0.878  -0.315
C: -4.751 -4.551 -1.081  -1.080
C: -9.132 -6.617 -0.195  -0.129
H: -4.185 -5.421 -0.734  0.219
H: -0.630 -4.622 2.816  0.300
C: 0.162 -0.964 1.169  -0.510
H: 4.206 0.984 -7.177  0.263

Computed properties:
Kohn-Sham gap   5.696 eV
Net charge   0
SMILES   CCCCCCCCCCN(CCCSC(=S)N(c1ccccc1)c1ccccc1)C(=O)OP(C)C.CCOP(=O)(OCC)OCC.CCOP(=O)(OCC)OCC

***

4 unconnected molecules or ions with the total composition C41H75N6O3 at a distorted geometry. Source: the OMol25 dataset; level of theory: ωB97M-V with the def2-TZVPD basis set.

Last column: Mulliken charge in e.
Element x y z (Å)
H: 1.760 1.861 -2.880  -0.187
C: -6.209 6.336 -1.559  -0.211
H: -8.070 6.959 -2.906  0.288
H: -6.178 -3.390 -2.839  0.270
H: 2.109 3.348 -3.706  0.375
H: -5.010 -3.277 0.783  0.322
H: 3.447 0.529 -1.961  0.421
H: -4.030 -3.348 -2.132  0.291
H: -8.524 -4.190 -2.538  0.302
H: 5.764 -4.584 1.732  0.353
H: 5.237 1.708 -0.674  0.316
C: 4.255 1.043 -2.496  -0.426
C: -7.306 8.488 0.436  -0.398
H: 6.346 1.475 -2.042  0.353
C: -6.010 7.625 0.796  -0.410
C: 6.858 -2.570 0.189  -0.344
H: -7.856 -4.963 -0.495  0.385
C: 8.507 -2.658 1.988  -0.685
H: 10.612 -2.588 1.528  0.391
H: 5.124 -3.797 -0.312  0.407
C: 0.760 -2.009 5.803  -0.583
C: -0.229 -3.324 5.783  -0.482
H: 8.529 -1.561 1.987  0.385
H: 1.142 2.855 0.727  0.244
H: -7.726 9.274 1.173  0.292
H: 5.192 -2.245 -1.143  0.441
H: -0.546 -3.566 6.871  0.281
H: -5.129 -1.904 -0.276  0.278
H: -6.682 -6.848 -1.262  0.377
C: -1.857 0.646 0.990  -0.157
H: -0.843 -4.627 3.550  0.304
H: 1.135 1.367 -0.390  -0.073
H: 1.328 1.446 -5.171  0.464
C: 0.841 1.334 3.298  -0.161
H: -6.502 -5.091 0.568  0.327
H: -6.607 -1.861 -2.085  0.382
H: -0.940 4.682 -4.584  0.364
H: 2.842 0.599 -4.873  0.275
H: 7.394 -5.259 -0.207  0.253
H: 2.343 -0.288 3.773  0.240
H: -5.241 3.894 -0.808  0.530
H: 6.369 3.353 -4.968  0.371
C: 1.342 0.910 1.824  -1.015
H: -6.236 -5.625 -2.446  0.247
H: 0.378 -1.749 3.613  0.039
H: 8.505 -5.733 1.089  0.264
C: -3.260 3.074 -0.089  0.558
C: 9.728 -3.150 1.213  -0.966
H: 4.733 -2.302 0.564  0.250
H: -0.297 1.446 3.415  0.201
H: 0.554 -1.458 6.791  0.309
C: -6.767 -4.846 -0.467  -0.687
C: 4.769 3.241 -3.528  -0.673
H: -5.904 5.556 -2.345  0.188
H: 2.834 2.161 -5.717  0.264
H: -5.108 -6.081 -1.158  0.266
N: 3.780 2.360 -2.910  0.297
H: -2.530 -3.882 3.375  0.015
H: 4.852 2.815 -5.665  0.276
N: -6.452 -3.443 -0.730  0.152
C: -1.260 4.555 -3.475  -0.499
C: -4.084 5.648 0.197  -0.154
C: -3.916 -3.483 -1.054  -0.394
C: 1.413 0.172 4.314  -0.787
H: -5.519 7.806 1.816  0.266
H: 5.682 0.079 -1.198  -0.159
H: 5.531 3.479 -2.777  0.368
H: -3.038 -2.908 -0.748  0.007
H: -3.868 0.103 1.185  0.309
H: -8.481 -2.640 -3.374  0.430
C: 5.450 1.088 -1.550  -0.850
H: 8.622 -2.937 3.041  0.371
C: 5.483 2.738 -4.780  -0.977
H: -3.811 4.520 -1.790  0.250
C: -5.409 6.524 -0.204  0.271
H: 1.839 0.625 5.296  0.397
H: 9.937 -4.203 1.413  0.224
C: 0.726 1.769 0.609  -0.360
H: -8.925 -2.697 -1.664  0.333
H: 1.431 2.293 3.598  0.359
H: 6.922 -6.481 0.969  0.372
C: 2.476 2.324 -3.571  -0.094
H: -1.312 5.321 0.008  0.285
H: -2.157 -5.160 4.749  0.289
O: -1.438 -3.108 5.002  -0.307
C: -0.874 1.838 0.547  1.137
N: 7.189 -3.081 1.515  0.087
C: -1.763 -4.245 4.159  -0.470
H: 7.065 -1.493 0.165  0.503
H: 1.157 -0.219 1.586  0.173
H: 4.509 0.413 -3.358  0.217
C: 0.373 -1.042 4.540  -0.153
H: 0.224 4.363 -0.400  0.286
O: -1.353 -0.603 1.500  0.060
C: -6.156 -5.896 -1.392  -0.948
C: 7.461 -5.535 0.847  -0.969
C: -4.153 4.304 -0.696  -0.834
H: 7.109 -4.732 2.807  0.350
H: 5.823 1.704 -4.684  0.255
H: 7.482 -3.025 -0.590  0.167
C: -6.801 -2.940 -2.056  -0.289
H: 0.299 -4.266 5.372  0.299
H: -4.006 5.457 1.328  0.353
C: -1.687 3.078 -0.005  0.035
H: 9.623 -3.010 0.134  0.267
H: 1.828 -2.429 5.743  0.264
C: 5.392 -2.744 -0.190  -1.472
H: -9.051 8.859 -1.222  0.315
C: -0.913 4.401 -0.550  -0.559
H: -3.191 6.282 -0.208  0.197
C: -8.268 -3.133 -2.422  -1.433
C: -7.529 7.176 -1.906  -0.405
N: -1.898 -1.622 0.739  -0.128
N: -3.975 1.933 0.385  -0.899
C: -5.137 -3.003 -0.271  -0.643
H: -0.691 -0.612 4.626  0.254
H: -3.692 -4.532 -0.852  0.190
H: 2.505 1.019 1.811  0.564
C: 2.381 1.588 -4.906  -1.225
C: 6.855 -4.481 1.770  -0.668
C: -1.129 4.590 -2.155  -0.147
O: -1.558 -1.358 -0.390  -0.300
C: -8.097 8.295 -0.919  -0.404
N: -3.273 0.903 0.849  0.497
H: 4.306 4.209 -3.751  0.375

Computed properties:
Kohn-Sham gap   4.814 eV
Net charge   +1
Relative energy (zero: lowest compared OMol25 entry of this formula, charge and spin)   172.9 kcal per mole

***

8 unconnected molecules or ions with the total composition C41H79Cl11N4O4 at a distorted geometry. Source: the OMol25 dataset; level of theory: ωB97M-V with the def2-TZVPD basis set.

Last column: Löwdin spin population.
Element x y z (Å)
Cl: -1.595 1.979 -2.446  0.000
H: 2.662 7.056 7.593  0.001
H: -10.120 -0.121 -6.577  0.000
C: 5.895 0.100 -5.123  0.000
Cl: 5.312 -0.403 1.435  0.000
H: -11.629 -1.066 -5.218  0.000
H: -0.330 -8.293 7.568  0.000
C: -0.450 -9.482 4.918  0.000
H: -0.035 4.891 8.776  -0.001
H: 0.732 2.628 9.369  0.000
H: 5.425 -1.705 -5.936  0.000
H: 3.338 -7.203 6.498  -0.001
H: -1.769 -7.343 6.087  0.000
Cl: -2.974 8.165 0.986  0.000
H: 5.311 0.627 -5.877  0.000
C: 0.735 6.364 7.392  0.000
C: 2.196 5.219 4.776  0.013
H: -12.320 0.839 -3.451  0.000
H: -9.019 0.876 -7.524  0.002
C: 2.081 6.677 6.753  0.000
H: -8.413 -0.555 -6.787  0.001
C: -11.112 -1.360 -4.305  0.016
C: 7.560 2.431 -6.762  0.014
H: -0.403 2.915 7.281  0.001
H: 6.720 1.986 -4.322  0.000
H: -0.095 -8.618 2.952  0.000
Cl: -4.824 7.412 -1.198  0.000
C: 5.444 -2.144 2.043  0.000
C: -1.679 -6.620 5.277  0.014
C: -9.869 2.241 -5.172  0.000
H: 1.052 2.515 6.198  0.001
C: 1.324 -7.964 5.948  0.023
O: -8.035 -1.010 -4.041  0.568
H: 1.119 5.376 4.730  0.000
C: 0.904 5.132 8.277  0.001
H: 4.248 6.910 5.208  0.000
C: 4.210 6.085 5.919  0.002
H: 0.471 0.757 -0.868  0.000
C: -10.262 -0.681 -2.110  0.003
H: 0.828 -10.018 6.420  0.000
H: 1.184 -8.114 8.159  0.002
H: -1.455 -6.061 2.690  0.000
C: 0.603 -7.801 7.292  0.017
C: 6.475 -0.786 -8.168  0.018
C: 8.144 1.286 -5.993  0.021
H: -9.391 2.915 -4.462  0.000
H: 2.401 4.218 4.395  0.002
H: 2.924 -8.807 6.841  0.000
N: 0.945 -6.883 5.039  0.337
N: 2.851 4.309 7.076  0.307
H: 8.406 2.987 -7.165  0.001
H: 7.149 -3.277 -7.218  0.000
O: 1.383 -5.550 5.418  0.577
H: 1.481 5.452 9.145  0.001
H: 6.929 -1.599 -4.879  0.001
H: 0.465 7.239 7.984  0.000
H: -11.232 -0.840 -1.638  0.000
H: -2.456 -0.046 -1.604  0.000
H: -0.785 -10.320 4.307  0.000
C: 0.881 -9.396 5.526  0.000
C: -11.250 1.036 -3.511  0.000
C: 9.389 1.847 -5.197  0.006
O: 3.750 3.233 6.577  0.625
H: 0.228 3.946 5.908  0.000
H: -1.565 -5.667 5.793  0.001
N: -9.011 0.086 -4.162  0.347
H: 5.213 -0.141 -4.307  0.000
C: -1.474 0.320 -1.905  0.000
Cl: 2.201 5.140 -7.875  0.000
H: 5.124 -2.220 3.082  0.000
C: 2.889 -8.079 6.030  0.004
H: -9.826 2.728 -6.147  0.000
C: 1.501 3.842 7.712  0.016
Cl: -1.207 1.149 0.760  0.000
H: 8.568 -2.663 -7.903  -0.001
H: -0.254 -0.754 -0.411  0.000
H: 0.307 -6.461 2.330  0.000
C: -7.564 1.754 -5.315  0.004
H: 4.810 5.233 5.598  -0.001
H: -7.427 2.717 -5.808  0.000
C: 7.405 -1.035 -6.885  0.017
H: 7.050 3.114 -6.083  0.001
H: 2.791 5.724 4.015  0.001
H: -7.438 2.095 -4.288  0.000
C: 0.466 3.267 6.726  0.012
Cl: -0.654 6.030 -7.428  0.000
C: -3.087 7.670 -0.742  0.000
H: 7.101 -0.491 -9.010  0.001
H: 2.046 1.954 8.440  -0.001
H: 9.168 2.794 -4.703  0.000
Cl: 1.530 7.800 -6.515  0.000
C: -8.885 0.992 -5.311  0.023
H: -9.715 -1.620 -2.032  -0.001
H: 10.187 2.125 -5.884  -0.001
H: -11.969 -1.687 -3.716  0.001
H: 7.553 0.803 -3.874  0.000
H: 9.720 1.162 -4.416  0.000
H: 2.327 3.374 9.573  0.000
H: 8.445 -2.736 -6.187  0.000
C: 7.096 1.092 -4.820  0.000
C: -0.438 -6.167 3.070  0.003
Cl: 4.631 -3.374 1.042  0.000
C: -0.678 -8.383 3.843  0.000
C: 0.981 6.073 -6.802  0.000
H: -1.210 -9.323 5.682  0.000
H: 1.884 7.525 6.097  0.000
H: -10.417 -2.163 -4.555  0.002
H: -2.544 6.725 -0.726  0.000
Cl: -2.172 8.830 -1.791  0.000
H: 0.788 5.563 -5.858  0.000
H: -9.677 0.001 -1.493  0.000
C: -0.420 -6.980 4.410  0.020
H: -1.677 -8.477 3.416  0.000
H: -1.154 -0.237 -2.785  0.000
C: 2.822 5.444 6.139  0.020
H: -2.610 -6.527 4.718  0.001
C: -9.104 0.271 -6.622  0.015
O: 9.584 0.081 -7.565  0.590
H: 5.789 0.039 -7.970  0.000
H: -10.978 1.616 -2.629  0.000
C: 7.877 -2.478 -7.081  0.002
H: -11.802 2.769 -4.928  0.000
C: -10.364 -0.214 -3.571  0.019
H: -0.311 -5.121 3.348  -0.001
H: -6.737 1.127 -5.650  0.000
H: 3.434 -8.407 5.145  0.000
N: 8.458 0.019 -6.624  0.328
C: 6.370 -1.204 -5.727  0.000
H: 4.629 6.243 6.913  0.000
H: 1.591 -9.832 4.822  0.000
H: 6.787 2.122 -7.466  0.000
H: -0.025 6.194 6.630  0.000
H: 0.350 -6.758 7.483  0.002
H: 5.932 -1.675 -8.489  0.002
C: 1.662 2.884 8.861  -0.001
Cl: 7.175 -2.551 1.981  0.000
H: -11.776 1.206 -5.423  0.000
C: -11.234 1.858 -4.738  0.000
C: -0.485 0.285 -0.645  0.000

Computed properties:
<S²>   6.022
Kohn-Sham gap (alpha / beta)   9.121 / 9.418 eV
Net charge   0
Relative energy (zero: lowest compared OMol25 entry of this formula, charge and spin)   126.8 kcal per mole
Spin multiplicity   5

***

> Which value of net charge does entry 2 give?

+1

***

> Which formula does entry 1 have?

C41H73N2O10P3S2

***

> Which value of net charge does entry 1 give?

0